No. 1
Computed, not measured: a 12-piece molecular cluster, C48H67F15O31 overall in a non-equilibrium geometry, with ωB97M-V/def2-TZVPD.

XYZ file:
```
161
C48H67F15O31 ωB97M-V/def2-TZVPD
C -22.72125 -11.86545 9.91158
C -24.05492 -12.11633 10.63463
O -24.12076 -13.54247 10.76182
C -25.33094 -13.98581 11.18162
O -26.28195 -13.30255 11.41211
C -25.42817 -15.53012 11.30857
F -24.20859 -16.05369 11.46136
F -26.16441 -15.85570 12.36843
F -25.97628 -16.01949 10.23777
H -22.72574 -12.44395 8.98708
H -21.91815 -12.29561 10.51502
H -22.51303 -10.80428 9.71803
H -24.91209 -11.82012 10.00488
H -24.11221 -11.71653 11.64216
C -21.48343 -15.47125 9.01399
C -21.01733 -15.97299 10.40034
O -19.61126 -15.97094 10.60106
C -19.10783 -14.82792 11.08355
O -19.72321 -13.79801 11.26495
C -17.59481 -15.06024 11.43904
F -17.28321 -16.35948 11.48095
F -16.86385 -14.42838 10.53621
F -17.42090 -14.46607 12.58860
H -22.54847 -15.68763 9.11545
H -21.13121 -16.10335 8.18477
H -21.33429 -14.42523 8.77955
H -21.32900 -17.01707 10.47817
H -21.44723 -15.33466 11.17543
C -18.95755 -17.14554 4.81339
C -20.26885 -17.43969 5.44911
O -20.33105 -18.78097 5.98568
C -20.50226 -19.73440 5.05498
O -20.68155 -19.56642 3.88147
C -20.36373 -21.15100 5.65222
F -21.55396 -21.77287 5.70375
F -19.47191 -21.80071 4.89679
F -19.89613 -21.11804 6.86329
H -18.13124 -17.50449 5.43534
H -18.83001 -16.07042 4.63332
H -18.87647 -17.75117 3.91711
H -21.10450 -17.32383 4.74494
H -20.42624 -16.83429 6.34427
C -25.22787 -15.03336 7.29153
C -25.23389 -13.88743 6.25645
O -24.23090 -13.92499 5.27503
C -22.99333 -13.53978 5.61450
O -22.64044 -13.18012 6.69740
C -22.04082 -13.58821 4.35312
F -22.67062 -13.82327 3.20725
F -21.42679 -12.43973 4.25873
F -21.19325 -14.57618 4.52183
H -26.16762 -15.18666 7.82056
H -24.37806 -14.90289 7.95634
H -25.10171 -15.94989 6.71650
H -25.10802 -12.91828 6.73850
H -26.17778 -13.86892 5.69666
C -21.65286 -13.24628 14.30144
C -22.44764 -14.51440 14.60073
O -21.99478 -15.31891 15.65817
C -22.51264 -14.96893 16.87270
O -23.32339 -14.09822 17.06002
C -21.84800 -15.94167 17.90957
F -20.89576 -16.74090 17.40044
F -21.47099 -15.17668 18.88428
F -22.82935 -16.69313 18.36029
H -21.82647 -12.44326 15.03627
H -21.96859 -12.90769 13.30261
H -20.57341 -13.39203 14.20927
H -22.37747 -15.13663 13.71477
H -23.50176 -14.30931 14.75573
C -12.74937 -12.79614 13.88945
C -14.02404 -13.00520 13.10483
C -15.22827 -12.19629 13.62518
O -15.82440 -11.69936 12.42779
C -14.99416 -11.91206 11.36523
O -15.21224 -11.59757 10.23459
O -13.85671 -12.54317 11.79529
H -12.46915 -11.73118 13.83272
H -11.85989 -13.26733 13.43066
H -12.89760 -13.15406 14.91319
H -14.29512 -14.05511 13.04113
H -14.95967 -11.34002 14.25611
H -15.95453 -12.82492 14.15158
C -23.57246 -22.00787 10.51050
C -23.48373 -20.49677 10.67362
C -22.23687 -19.85997 10.14792
O -22.69792 -18.82960 9.34799
C -24.08673 -18.95715 9.15421
O -24.60571 -18.17083 8.42283
O -24.54725 -19.96452 9.86881
H -22.75500 -22.49747 11.03479
H -23.45086 -22.26700 9.44974
H -24.50094 -22.40825 10.91725
H -23.70204 -20.20327 11.69737
H -21.59870 -20.60207 9.62306
H -21.58439 -19.44848 10.93731
C -15.48500 -20.74954 14.59362
C -15.47584 -19.22254 14.29893
C -16.85820 -18.51322 14.38908
O -16.61222 -17.41839 15.21193
C -15.37894 -17.47515 15.72171
O -14.94109 -16.72737 16.53885
O -14.70294 -18.52330 15.21881
H -16.04034 -21.28930 13.81976
H -15.90232 -20.96894 15.57025
H -14.46566 -21.17375 14.56114
H -15.01939 -19.03668 13.32201
H -17.60300 -19.13609 14.89578
H -17.24089 -18.18911 13.41357
C -12.76575 -14.75778 8.75064
C -13.33721 -16.02553 9.30638
C -12.29240 -17.05702 9.85715
O -12.68681 -17.39190 11.19651
C -13.82997 -16.66728 11.47774
O -14.46287 -16.81516 12.47850
O -14.15578 -15.81929 10.41364
H -12.26430 -15.06899 7.82899
H -12.04590 -14.29152 9.42488
H -13.52334 -14.02695 8.46383
H -13.93520 -16.50165 8.52322
H -11.27640 -16.66734 9.93206
H -12.22851 -17.93078 9.19378
C -15.60504 -19.02399 8.46745
C -16.82274 -18.41691 9.26352
C -18.16867 -18.58948 8.53775
O -19.09663 -18.92836 9.52915
C -18.40612 -19.31519 10.63684
O -18.87552 -19.79437 11.63027
O -17.06040 -19.12172 10.43221
H -15.82127 -20.06765 8.20547
H -14.67057 -18.99300 9.02718
H -15.42502 -18.45761 7.54349
H -16.70108 -17.36219 9.54894
H -18.09794 -19.26109 7.67653
H -18.48989 -17.63681 8.09763
C -18.64593 -11.28340 9.12910
C -19.07352 -9.84623 9.35642
C -17.85639 -8.91345 9.59268
O -18.06215 -7.74046 8.74548
C -19.15300 -8.01643 7.93012
O -19.60679 -7.31751 7.05927
O -19.71168 -9.28641 8.23655
H -17.94946 -11.50952 8.31898
H -19.52484 -11.92558 8.95861
H -18.29601 -11.57473 10.13144
H -19.78234 -9.88086 10.18380
H -16.94411 -9.41943 9.27101
H -17.76966 -8.55861 10.62276
C -16.82705 -13.63772 3.86146
C -17.06719 -13.43573 5.38080
C -18.46281 -13.09548 5.84222
O -18.55515 -13.97443 6.95142
C -17.51634 -14.78354 7.08606
O -17.47783 -15.60359 7.94629
O -16.61080 -14.56708 6.12793
H -15.77386 -13.81597 3.64854
H -17.05015 -12.66492 3.39820
H -17.43620 -14.42053 3.41833
H -16.44225 -12.60572 5.75211
H -19.25025 -13.47878 5.19543
H -18.59061 -12.02628 6.06094
```

The SMILES is CCOC(=O)C(F)(F)F.CCOC(=O)C(F)(F)F.CCOC(=O)C(F)(F)F.CCOC(=O)C(F)(F)F.CCOC(=O)C(F)(F)F.C[C@H]1COC(=O)O1.C[C@H]1COC(=O)O1.C[C@H]1COC(=O)O1.C[C@H]1COC(=O)O1.C[C@H]1COC(=O)O1.C[C@H]1COC(=O)O1.C[C@H]1COC(=O)O1. Its calculated total energy is -5699.8448 hartree. As for the HOMO energy: -0.38646 Eh. As for the charge: 0.


No. 2
Computed, not measured: C48H68BrGeMgN4O3PS as an isolated structure, with ωB97M-V/def2-TZVPD.

XYZ file:
```
128
C48H68BrGeMgN4O3PS ωB97M-V/def2-TZVPD
Mg 0.69399 -0.96800 0.00377
C 1.74613 0.12599 5.74099
C 0.70026 -0.97255 5.62796
N -0.41329 -0.56535 4.77907
C -1.53411 0.08302 5.45341
C -2.67843 -0.87710 5.72465
C -0.44746 -0.78271 3.45933
S 0.88268 -1.56396 2.71291
N -1.59875 -0.36775 2.90541
C -1.89765 -0.35026 1.61466
O -1.15669 -0.56238 0.62336
C -3.33387 0.03390 1.37581
C -3.97833 -0.26503 0.18266
C -5.30026 0.10254 -0.01973
C -5.99221 0.78500 0.96851
C -5.35952 1.08278 2.16829
C -4.04504 0.70057 2.37272
H 2.56519 -0.19254 6.38537
H 1.31840 1.03607 6.16286
H 2.14604 0.35887 4.75475
H 0.28035 -1.21747 6.60551
H 1.14503 -1.88016 5.22040
H -1.87184 0.92809 4.85305
H -1.13797 0.47990 6.38887
H -3.09629 -1.23743 4.78511
H -3.46450 -0.37568 6.28822
H -2.33673 -1.73358 6.30693
H -3.45008 -0.80103 -0.58747
H -5.78618 -0.14565 -0.95340
H -7.02118 1.07703 0.80944
H -5.89188 1.61314 2.94643
H -3.54675 0.92458 3.30431
Br 3.61477 -2.86787 -1.68939
C 3.92355 -1.85377 -0.13456
C 5.16165 -1.94592 0.49482
C 5.38881 -1.15274 1.60052
C 4.40752 -0.25348 2.00374
C 3.22690 -0.23595 1.29576
N 2.95791 -1.06098 0.27233
C 2.22900 0.86830 1.54907
O 2.34351 1.65308 2.45184
O 1.35460 1.00304 0.54287
H 5.91129 -2.62002 0.11035
H 6.33461 -1.20624 2.12122
H 4.54070 0.43408 2.82456
C 2.30729 -4.67126 1.13470
C 1.21865 -5.02217 0.11251
C 1.78171 -5.88874 -1.01273
P 0.16364 -3.52426 -0.35360
C -1.47686 -4.27054 0.12166
C -2.69018 -3.60350 -0.50347
C -1.60794 -4.30055 1.64562
C 0.06384 -3.32213 -2.16192
C -0.34594 -4.39086 -2.96950
C -0.44908 -4.32824 -4.34209
C -0.87400 -5.50775 -5.17033
C -0.10976 -3.10449 -4.92636
C 0.25405 -2.01662 -4.17330
C 0.31756 -2.04727 -2.75310
N 0.62982 -0.92007 -2.02115
C 0.60059 0.32150 -2.70987
C 1.78731 1.01385 -2.97989
C 3.11943 0.42124 -2.61312
C 1.74706 2.24233 -3.63158
C 0.55437 2.82379 -4.03852
C 0.52321 4.13308 -4.77786
C -0.61880 2.14433 -3.73605
C -0.61465 0.92234 -3.07619
C -1.91789 0.28508 -2.69859
H 2.55806 -5.55821 1.72046
H 1.98863 -3.89167 1.82889
H 3.22387 -4.34498 0.64535
H 0.49731 -5.64364 0.65063
H 2.30675 -5.30520 -1.76705
H 1.00835 -6.45697 -1.52088
H 2.48691 -6.60826 -0.58813
H -1.42504 -5.30535 -0.24062
H -2.93551 -2.69407 0.03730
H -3.55450 -4.26688 -0.43195
H -2.53871 -3.35442 -1.55381
H -1.76304 -3.29259 2.03117
H -0.72174 -4.69973 2.14112
H -2.46293 -4.91372 1.93967
H -0.61667 -5.32094 -2.48541
H -1.22960 -6.31985 -4.53630
H -0.04990 -5.89694 -5.77138
H -1.67962 -5.24666 -5.85792
H -0.15353 -3.00011 -6.00519
H 0.48328 -1.08723 -4.67501
H 3.29758 0.46013 -1.53398
H 3.92738 0.96205 -3.10815
H 3.16633 -0.62685 -2.90629
H 2.68570 2.73843 -3.85639
H 1.26493 4.15612 -5.57664
H 0.73210 4.97677 -4.11643
H -0.45517 4.30273 -5.22374
H -1.57238 2.57382 -4.02186
H -2.75905 0.91346 -2.99043
H -1.93210 0.14968 -1.61674
H -2.04829 -0.69888 -3.14685
C 2.01188 6.24255 -2.73337
C 2.29511 5.03225 -1.85761
C 1.88236 5.23735 -0.40481
C 2.13735 3.98450 0.44226
Ge 0.63747 2.76645 0.36783
C -0.75445 2.98736 1.69349
C -2.08524 3.38115 1.04901
C -2.03358 4.71907 0.31615
C -1.69282 5.89746 1.22103
H 2.37971 6.09723 -3.74836
H 2.48955 7.13743 -2.33016
H 0.94035 6.44093 -2.79471
H 3.36180 4.79029 -1.88578
H 1.77604 4.15300 -2.25524
H 0.82412 5.52268 -0.37603
H 2.42667 6.08764 0.01687
H 2.31553 4.20963 1.49297
H 3.02094 3.45671 0.07533
H 0.07448 2.57041 -1.04792
H -0.42292 3.72768 2.42408
H -0.83323 2.03815 2.22581
H -2.86092 3.42483 1.81690
H -2.39623 2.60120 0.34912
H -2.99671 4.89545 -0.16694
H -1.30268 4.66069 -0.50029
H -2.34417 5.91443 2.09599
H -1.81329 6.84552 0.69863
H -0.66383 5.85443 1.57972
```

The value obtained for the energy above the lowest of the compared OMol25 structures with the same formula, charge and spin is 0.0000 eV. Its calculated total energy is -7905.3948 hartree. As for the HOMO energy: -0.23740 Eh. As for the charge: 0.